This record from the Open Molecules 2025 dataset describes a structure of composition ClCoH44O22. The level of theory is ωB97M-V with the def2-TZVPD basis set.

```
68
Properties=species:S:1:pos:R:3:forces:R:3:mulliken_spin:R:1
Co 0.223951 0.140204 0.295165 -0.05 0.21 -0.45 2.787
Cl -0.344893 1.924303 1.772160 0.15 -0.45 0.00 0.066
O 0.318587 -1.654924 -1.037957 -0.26 0.63 -0.30 0.028
H 0.251136 -2.441998 -0.520446 -0.40 -0.78 0.94 -0.002
H 1.002652 -1.889705 -1.689168 0.43 0.48 -0.28 0.000
O -0.365131 3.714435 -1.916688 0.33 -0.59 2.11 0.000
H -0.032502 4.235113 -1.138304 -0.32 -0.40 -0.86 0.000
H -0.159456 4.194779 -2.692494 0.37 0.88 -1.13 0.000
O 2.425845 -2.110933 -2.456995 2.02 -0.71 -2.35 0.000
H 2.738940 -1.348203 -3.109370 -1.57 -1.89 1.23 0.000
H 2.654727 -3.017920 -2.868645 -0.49 2.33 0.71 0.000
O -1.504014 0.580438 -0.920477 -1.81 -0.32 -0.23 0.032
H -1.898577 1.453726 -0.690730 0.52 0.18 -0.09 -0.004
H -2.358874 0.042844 -1.013031 1.34 0.41 0.33 -0.002
O -2.149631 -3.777709 -1.627132 2.19 1.44 -0.35 0.000
H -1.711362 -3.195116 -2.318141 -1.20 -1.11 1.08 0.000
H -2.975769 -4.096392 -1.934712 -1.08 -0.35 -1.06 0.000
O 1.791526 -0.136317 -4.201442 -1.35 -0.67 1.50 0.000
H 0.899950 -0.556700 -4.439591 1.67 0.82 -0.35 0.000
H 2.443013 -0.016903 -4.868911 -0.05 -0.06 -1.47 0.000
O -3.836926 0.266190 3.898851 -1.39 -1.21 -0.14 0.000
H -3.157391 0.765779 4.336683 0.60 0.25 0.81 0.000
H -4.300039 -0.353660 4.517414 0.95 1.12 -0.68 0.000
O -4.010696 -0.755766 -0.729905 -0.67 0.50 1.27 0.000
H -4.728102 -0.077144 -0.773227 0.96 -0.75 -0.14 0.000
H -3.916044 -0.865808 0.258465 -0.10 0.16 -1.32 0.000
O -2.948482 -2.948603 0.846286 -0.42 -1.69 -0.24 0.001
H -2.971570 -3.927894 1.021025 0.15 1.46 0.32 0.000
H -2.945281 -2.991711 -0.130834 0.23 0.37 0.08 0.000
O 3.486640 2.551023 0.934490 -1.34 1.04 0.22 0.000
H 2.782338 3.217347 0.681055 1.15 -1.10 0.36 0.000
H 3.979540 2.341911 0.140863 0.10 0.07 -0.52 0.000
O 0.568543 4.584140 0.691020 0.44 -1.14 -2.50 0.000
H 0.584533 5.251673 1.310102 0.27 2.79 1.87 -0.001
H 0.176677 3.879286 1.185443 -0.52 -1.55 0.40 0.001
O 4.854768 -3.961441 1.009248 0.17 -0.25 -0.36 0.000
H 5.301138 -4.811531 1.055038 0.19 -0.08 -0.33 0.000
H 4.518047 -3.876126 1.894814 -0.36 0.40 0.57 0.000
O -0.960753 -0.870467 -4.297147 0.52 -0.53 0.09 0.000
H -1.542186 -0.289092 -4.783997 -0.22 0.28 -0.12 0.000
H -0.974921 -0.568943 -3.384773 -0.13 0.31 0.34 0.000
O -0.525856 -1.330996 3.903987 0.34 -1.24 -0.02 0.000
H -0.154250 -1.672430 4.723914 -0.08 0.18 -0.11 0.000
H -0.792013 -0.433979 4.042892 -0.30 1.01 0.59 0.000
O -1.204618 1.465125 4.774505 -1.09 -1.39 -1.44 0.001
H -0.700869 1.938862 5.383978 1.09 1.20 1.94 -0.001
H -0.683591 1.556156 3.965908 -0.13 0.24 -0.68 0.001
O 4.135489 1.020445 -1.554892 1.60 -1.12 0.11 0.000
H 4.660247 0.280895 -1.105122 -1.12 0.97 -0.50 0.000
H 4.633871 1.128594 -2.387398 -0.48 0.24 0.44 0.000
O -0.835209 -1.342832 1.336945 -0.28 -0.45 -0.04 0.041
H -0.726413 -1.550601 2.289047 0.40 0.32 0.03 -0.002
H -1.650424 -1.853021 1.103410 0.40 0.27 -0.13 -0.003
O 1.289789 1.121339 -1.411873 -0.29 -0.69 0.86 0.046
H 0.858611 1.974064 -1.564482 0.09 0.36 -0.25 -0.004
H 2.262546 1.195175 -1.332684 -0.39 0.26 -0.19 -0.004
O 2.302782 -0.008951 1.121247 -1.03 -1.83 -0.57 0.021
H 2.822432 -0.657817 0.587660 0.17 1.00 0.67 -0.001
H 2.792618 0.776740 1.376578 0.49 0.55 -0.31 -0.001
O -2.755661 3.206209 -0.397831 -1.82 -2.02 0.36 0.000
H -2.355818 3.956584 -0.010187 0.83 1.22 0.55 0.000
H -3.380766 2.862756 0.298329 0.77 0.35 -0.79 0.000
O -4.430248 1.247920 1.322462 1.06 0.19 -0.07 0.000
H -4.278740 1.015147 2.259821 -0.23 -0.12 -0.10 0.000
H -5.350090 1.151560 1.126198 -0.91 0.03 0.26 0.000
O 4.373859 -1.489013 -0.560177 0.02 -1.52 -0.11 0.000
H 3.799949 -1.769278 -1.299579 -0.27 0.52 0.03 0.000
H 4.682419 -2.390838 -0.296662 0.18 0.94 0.52 0.000
```
Positions in Å, forces in eV/Å.

Output
- Max |F|: 3.37 eV/Å
- Frontier orbital gap (spin up / spin down): 9.78 / 9.49 eV
- Multiplicity: 4
- LUMO (spin up / spin down): -2.2818 / -2.2819 eV
- Net charge: +1
- ⟨S²⟩: 3.755
- Electronic energy: -95909.0251 eV